Entry 1:
{
  "formula": "C5H13N2",
  "method": "wB97M-V/def2-TZVPD",
  "symbols": ["C", "C", "C", "C", "C", "N", "N", "H", "H", "H", "H", "H", "H", "H", "H", "H", "H", "H", "H", "H"],
  "positions_angstrom": [[1.1833, -1.5955, -0.7108], [-0.5922, 0.1517, 2.4562], [-1.4932, 0.9158, -1.0108], [2.1281, 0.5250, -1.4524], [-1.1843, -0.2451, 1.0960], [-0.7087, 0.6331, 0.1044], [1.3352, -0.4141, -0.7013], [0.2395, -1.9103, -0.0782], [1.6774, -2.4494, -1.2611], [-0.1950, 1.2038, 2.5042], [-1.4479, 0.1449, 3.2528], [0.1942, -0.6475, 2.8172], [-2.2437, 0.2458, -1.3171], [-1.9198, 1.9228, -1.0853], [-0.8137, 1.0096, -1.9591], [2.8211, -0.0538, -2.1483], [2.7045, 1.0409, -0.5645], [1.4325, 1.2047, -1.8920], [-0.7627, -1.3247, 0.6602], [-2.3546, -0.3578, 1.2900]],
  "lumo_energy_ev": [-6.74, -6.04],
  "fmax_ev_per_a": 4.99,
  "total_energy_ha": -307.3530,
  "orbital_gap_ev": [7.28, 8.21],
  "total_charge": 1
}

=====

Entry 2:
{
  "formula": "C2H5FOS2",
  "method": "wB97M-V/def2-TZVPD",
  "symbols": ["C", "C", "O", "F", "S", "S", "H", "H", "H", "H", "H"],
  "positions_angstrom": [[1.2760, -1.0845, -0.3202], [0.9322, 1.1828, 0.4151], [1.5570, 0.0731, 0.5195], [-3.7411, -0.8097, 0.2246], [-0.4161, 1.7673, -0.4763], [-2.2845, -0.0264, -0.3930], [0.4645, -1.5721, 0.0478], [2.1766, -1.6828, -0.3413], [1.0072, -0.7484, -1.3323], [1.3765, 2.0945, 0.9640], [-2.3484, 0.8062, 0.6920]],
  "lumo_energy_ev": -0.45,
  "fmax_ev_per_a": 4.02,
  "total_energy_ha": -1050.5939,
  "orbital_gap_ev": 8.74,
  "total_charge": 0
}

=====

Entry 3:
{
  "formula": "C50H50AsClIrN3O3SeTe",
  "method": "wB97M-V/def2-TZVPD",
  "symbols": ["Ir", "C", "N", "C", "C", "N", "C", "C", "Se", "H", "H", "H", "H", "H", "H", "H", "H", "Cl", "C", "C", "C", "C", "C", "C", "C", "O", "O", "H", "H", "H", "H", "C", "C", "C", "C", "C", "C", "As", "C", "C", "C", "C", "C", "C", "C", "C", "C", "C", "C", "C", "H", "H", "H", "H", "H", "H", "H", "H", "H", "H", "H", "H", "H", "C", "C", "O", "N", "Te", "C", "C", "C", "C", "C", "C", "C", "C", "C", "C", "C", "C", "C", "C", "C", "C", "C", "C", "H", "H", "H", "H", "H", "H", "H", "H", "H", "H", "H", "H", "H", "H", "H", "H", "H", "H", "H", "H", "H", "H", "H", "H", "H"],
  "positions_angstrom": [[0.3098, 0.7670, 0.2089], [4.7307, 0.7749, 3.5442], [4.2892, 2.0912, 3.1708], [4.6300, 3.2599, 3.7783], [4.0479, 4.2691, 3.0788], [3.3557, 3.7067, 2.0462], [2.6410, 4.4282, 1.0325], [3.5067, 2.3691, 2.1101], [2.9579, 1.0950, 0.8731], [5.4141, 0.8503, 4.3857], [5.2518, 0.3057, 2.7063], [3.8789, 0.1532, 3.8268], [5.2659, 3.2912, 4.6402], [4.0951, 5.3271, 3.2333], [3.2228, 5.2982, 0.7379], [1.6718, 4.7629, 1.4042], [2.4968, 3.7856, 0.1639], [-1.9693, 4.9557, 5.0089], [-1.3477, 3.4242, 4.5292], [-0.6883, 3.3107, 3.3106], [-0.2110, 2.0784, 2.9121], [-0.3916, 0.9491, 3.7013], [-1.0076, 1.0855, 4.9442], [-1.4899, 2.3133, 5.3540], [0.0193, -0.4412, 3.2731], [0.1438, -1.3136, 4.1085], [0.1732, -0.6441, 2.0048], [-0.5600, 4.1854, 2.6907], [0.3477, 2.0049, 1.9651], [-1.1002, 0.2075, 5.5700], [-1.9805, 2.4148, 6.3091], [-4.4512, 5.2073, 1.5880], [-4.6598, 3.9972, 2.2278], [-3.9350, 2.8775, 1.8575], [-2.9953, 2.9671, 0.8396], [-2.7521, 4.1938, 0.2307], [-3.4808, 5.3102, 0.6028], [-2.0776, 1.3785, 0.1579], [-3.2378, -0.0354, 0.7916], [-3.3719, -0.5198, 2.0830], [-4.3814, -1.4256, 2.3782], [-5.2401, -1.8611, 1.3787], [-5.0894, -1.4033, 0.0801], [-4.0966, -0.4799, -0.2289], [-3.8891, 0.1358, -1.5403], [-4.5876, -0.1694, -2.7013], [-4.3625, 0.5554, -3.8593], [-3.4297, 1.5806, -3.8768], [-2.6897, 1.8666, -2.7391], [-2.9235, 1.1557, -1.5743], [-5.0473, 6.0674, 1.8524], [-5.3996, 3.9187, 3.0100], [-4.1168, 1.9296, 2.3483], [-2.0014, 4.2651, -0.5509], [-3.3048, 6.2607, 0.1221], [-2.6874, -0.1957, 2.8589], [-4.5052, -1.7905, 3.3867], [-6.0314, -2.5614, 1.6100], [-5.7650, -1.7452, -0.6880], [-5.3174, -0.9642, -2.7009], [-4.9257, 0.3257, -4.7516], [-3.2746, 2.1540, -4.7786], [-1.9431, 2.6519, -2.7596], [3.2710, -0.7170, -2.0320], [2.1803, -1.3181, -1.2255], [2.3035, -2.5771, -0.8422], [1.0759, -0.7574, -0.9212], [0.5006, -2.7043, 0.1518], [0.9139, -4.7935, 0.5827], [0.9771, -5.8260, -0.3455], [1.1797, -5.5891, -1.8057], [0.9283, -7.1297, 0.1409], [0.8422, -7.4065, 1.4959], [0.7255, -8.8029, 2.0097], [0.8898, -6.3473, 2.3946], [0.9332, -5.0335, 1.9588], [1.0180, -3.9095, 2.9393], [-0.9912, -3.0346, -1.3220], [-0.9192, -2.8817, -2.7081], [0.3355, -2.5195, -3.4351], [-2.0626, -3.1300, -3.4584], [-3.2510, -3.5510, -2.8823], [-4.4260, -3.9177, -3.7261], [-3.2950, -3.6833, -1.4977], [-2.1910, -3.4186, -0.7071], [-2.2556, -3.5855, 0.7788], [3.5931, -1.4215, -2.7990], [4.1323, -0.5183, -1.3921], [2.9331, 0.2112, -2.4843], [1.8531, -4.7480, -1.9461], [0.2361, -5.3898, -2.3111], [1.6281, -6.4658, -2.2657], [0.9733, -7.9450, -0.5652], [0.7147, -9.5284, 1.2029], [-0.1917, -8.9093, 2.5876], [1.5570, -9.0298, 2.6734], [0.8828, -6.5535, 3.4535], [1.4529, -4.2452, 3.8780], [0.0338, -3.4953, 3.1703], [1.6483, -3.1020, 2.5465], [1.2091, -2.8911, -2.9121], [0.4193, -1.4393, -3.5503], [0.3224, -2.9601, -4.4287], [-2.0038, -3.0129, -4.5296], [-4.3620, -3.4731, -4.7155], [-5.3630, -3.6244, -3.2606], [-4.4442, -5.0012, -3.8424], [-4.2105, -4.0132, -1.0318], [-3.2862, -3.6729, 1.1171], [-1.8103, -2.7238, 1.2883], [-1.7232, -4.4896, 1.0792]],
  "lumo_energy_ev": [-5.02, -8.11],
  "fmax_ev_per_a": 2.52,
  "total_energy_ha": -7794.4352,
  "spin_multiplicity": 5,
  "orbital_gap_ev": [7.89, 4.80],
  "total_charge": 2
}

=====

Entry 4:
{
  "formula": "C8H16BrF6LiO8S2",
  "method": "wB97M-V/def2-TZVPD",
  "symbols": ["Li", "Br", "C", "F", "F", "F", "S", "O", "O", "O", "C", "F", "F", "F", "S", "O", "O", "O", "C", "C", "C", "O", "H", "H", "H", "H", "H", "H", "H", "H", "C", "C", "C", "O", "H", "H", "H", "H", "H", "H", "H", "H"],
  "positions_angstrom": [[0.2566, 0.2341, -0.8499], [1.0398, 2.0737, -2.2992], [-2.2315, -1.2056, 2.1386], [-1.9648, -2.1798, 1.2803], [-3.2745, -1.5795, 2.7863], [-1.1831, -1.0887, 2.9034], [-2.3761, 0.4625, 1.2829], [-2.6488, 1.4747, 2.3082], [-1.0723, 0.6540, 0.6366], [-3.4664, 0.4399, 0.2977], [-2.0973, -2.7986, -3.1361], [-2.8877, -3.3780, -2.2368], [-0.8976, -3.3579, -3.1009], [-2.5422, -3.0770, -4.3001], [-2.0634, -0.9230, -2.8781], [-1.7198, -0.3468, -4.1852], [-3.3432, -0.3309, -2.4192], [-1.0075, -0.8645, -1.9243], [1.6955, 4.5878, 1.5593], [0.7995, 3.3672, 1.5914], [0.2955, 3.0962, 2.9394], [-0.2553, 3.3528, 0.6858], [1.1629, 5.4804, 1.8873], [2.2839, 4.7072, 0.6495], [2.4897, 4.3387, 2.2631], [1.5615, 2.5942, 1.4922], [0.1370, 2.0292, 3.0961], [-0.6819, 3.5394, 3.1301], [0.9834, 3.4082, 3.7253], [-0.6756, 2.4914, 0.7402], [1.3829, -3.2447, -0.3832], [2.3156, -2.0660, -0.5435], [2.5574, -1.8113, -2.0364], [1.6142, -0.9201, 0.0357], [1.7355, -4.2373, -0.6631], [0.4389, -3.1050, -0.9099], [1.1113, -3.2895, 0.6715], [3.2162, -2.2302, 0.0482], [3.0792, -0.8717, -2.2178], [1.5953, -1.7557, -2.5458], [2.9909, -2.6906, -2.5130], [1.6465, -0.9793, 0.9934]],
  "lumo_energy_ev": 4.23,
  "fmax_ev_per_a": 4.89,
  "total_energy_ha": -4893.6581,
  "orbital_gap_ev": 6.08,
  "total_charge": -2
}